1.
The following is a DFT calculation (ωB97M-V with the def2-TZVPD basis set) of a cluster of 2 separate species, C4H8N4O in total at a distorted geometry.

Geometry as XYZ:
```
17
Properties=species:S:1:pos:R:3
C 2.726 -0.164 -1.029
C 1.815 0.880 -0.923
N 1.432 0.993 0.307
N 2.136 0.115 0.983
N 2.879 -0.693 0.168
H 3.508 -0.413 -1.720
H 1.523 1.637 -1.659
H 1.797 -0.178 1.852
C -0.505 -1.896 0.281
N -1.004 -0.821 0.658
O -1.822 -0.160 -0.191
C -2.161 1.139 0.376
H 0.265 -2.158 1.012
H -0.474 -2.143 -0.719
H -1.229 1.747 0.368
H -2.532 0.890 1.518
H -3.064 1.574 -0.204
```

Values from the calculation:
Charge ... 0
Maximum force ... 3.2 eV Å⁻¹
SMILES ... c1cn[nH]n1.C=NOC

***

2.
The following is a DFT calculation (ωB97M-V with the def2-TZVPD basis set) of the molecule C4H8N4O at a distorted geometry.

Geometry as XYZ:
```
17
Properties=species:S:1:pos:R:3
H -0.133 1.348 -0.046
N 1.024 1.625 -0.145
C 1.756 0.559 -0.114
N 3.277 0.689 -0.073
C 1.075 -0.959 -0.463
N -0.244 -0.728 -0.771
C -1.202 -1.127 0.137
N -2.588 -0.662 -0.244
C -2.886 0.823 -0.150
O -2.444 2.015 -0.360
H 3.734 -0.165 0.350
H 3.599 1.452 0.375
H 1.602 -1.598 0.314
H 1.501 -1.344 -1.434
H -1.036 -1.686 1.334
H -3.105 -1.088 0.832
H -3.929 0.845 0.458
```

Values from the calculation:
Charge ... 0
Maximum force ... 8.5 eV Å⁻¹
SMILES ... [H]/N=C(/N)C/N=C/NC=O

***

3.
The following is a DFT calculation (ωB97M-V with the def2-TZVPD basis set) of a structure of composition C4H8N4O at a distorted geometry.

Geometry as XYZ:
```
17
Properties=species:S:1:pos:R:3
C -0.880 0.265 0.697
N 0.513 0.206 -0.035
C -0.257 -0.384 -1.186
N 1.590 -0.443 0.604
N -0.881 -0.417 1.947
C 1.027 1.784 -1.085
C -1.443 -0.414 -0.517
O 0.225 -1.228 -2.111
N 0.510 1.562 -2.135
H 1.096 -0.915 -2.393
H -1.116 1.325 0.859
H 1.536 -0.215 1.598
H 1.504 -1.460 0.537
H -1.552 -0.033 2.600
H -1.015 -1.415 1.839
H 1.601 2.353 -0.387
H -2.457 -0.571 -0.831
```

Values from the calculation:
Charge ... 0
Maximum force ... 3.9 eV Å⁻¹

***

4.
The following is a DFT calculation (ωB97M-V with the def2-TZVPD basis set) of the molecule C4H8N4O at a distorted geometry.

Geometry as XYZ:
```
17
Properties=species:S:1:pos:R:3
C 3.036 -0.098 0.230
C 1.561 0.228 -0.065
N 1.136 1.414 0.099
N -0.336 1.617 0.003
C -1.063 0.537 -0.265
C -2.610 0.521 -0.342
O -3.092 -0.507 0.624
N -0.569 -0.718 -0.575
N 0.803 -0.963 -0.054
H 3.061 -0.873 1.014
H 3.405 -0.668 -0.615
H 3.621 0.768 0.532
H -2.924 1.586 -0.180
H -2.998 0.207 -1.375
H -3.097 -0.041 1.549
H -1.205 -1.320 -0.060
H 1.271 -1.692 -0.520
```

Values from the calculation:
Charge ... 0
Maximum force ... 3.2 eV Å⁻¹
SMILES ... CC1=NN=C(CO)NN1

***

5.
The following is a DFT calculation (ωB97M-V with the def2-TZVPD basis set) of the molecule C4H8N4O at a distorted geometry.

Geometry as XYZ:
```
17
Properties=species:S:1:pos:R:3
C 0.936 0.158 -1.334
C 0.480 0.478 0.061
C -0.022 1.869 0.126
C -0.746 -0.891 0.361
O -1.516 -0.998 -0.821
N 0.222 -1.942 0.648
N 0.199 -1.985 1.887
N -0.831 -1.188 2.472
N -1.417 -0.641 1.549
H 1.574 -0.672 -1.501
H 1.456 1.008 -1.691
H 0.058 -0.083 -1.933
H 1.215 0.255 0.849
H -0.343 2.224 1.137
H -0.653 2.056 -0.756
H 0.949 2.311 -0.198
H -1.562 -1.959 -0.854
```

Values from the calculation:
Charge ... 0
Maximum force ... 3.4 eV Å⁻¹
SMILES ... CC(C)C1(O)N=NN=N1

***

6.
The following is a DFT calculation (ωB97M-V with the def2-TZVPD basis set) of the molecule C4H8N4O at a distorted geometry.

Geometry as XYZ:
```
17
Properties=species:S:1:pos:R:3
C 1.180 2.302 1.311
C -0.073 -0.427 0.980
C 0.352 1.297 -0.656
C -0.200 -2.831 0.373
N 0.686 2.224 0.154
N 0.170 -0.056 -0.230
N 0.502 2.650 2.318
N 0.424 1.448 -2.122
O -0.051 -1.694 1.312
H -1.242 -2.719 -0.028
H 0.035 -3.771 1.051
H 0.586 -2.961 -0.415
H 0.388 -0.733 -0.998
H -0.432 2.966 2.125
H 0.933 2.959 3.273
H 1.002 2.221 -2.302
H 0.948 0.572 -2.390
```

Values from the calculation:
Charge ... 0
Maximum force ... 5.1 eV Å⁻¹

***

7.
The following is a DFT calculation (ωB97M-V with the def2-TZVPD basis set) of the molecule C4H8N4O2 at a distorted geometry.

Geometry as XYZ:
```
18
Properties=species:S:1:pos:R:3
C -0.724 1.290 1.482
C 0.365 0.114 3.435
C 0.418 -0.512 -1.451
C -0.680 -0.016 -2.379
N -0.656 1.066 0.143
N 0.616 -0.470 1.074
N 0.114 0.284 2.042
N 0.132 0.035 0.004
O -1.321 2.113 2.125
O -0.583 1.350 -2.637
H 0.168 -0.915 3.738
H 1.397 0.373 3.679
H -0.315 0.795 3.949
H 0.452 -1.594 -1.355
H 1.391 -0.112 -1.730
H -1.661 -0.274 -1.954
H -0.570 -0.527 -3.340
H -0.738 1.813 -1.797
```

Values from the calculation:
Charge ... 0
Maximum force ... 2.1 eV Å⁻¹

***

8.
The following is a DFT calculation (ωB97M-V with the def2-TZVPD basis set) of the molecule C4H8N4O2 at a distorted geometry.

Geometry as XYZ:
```
18
Properties=species:S:1:pos:R:3
H -0.511 2.569 -2.192
N 0.394 2.383 -1.744
C 0.472 1.303 -1.163
N 1.549 0.768 -0.416
C 1.233 -0.465 0.122
C 1.939 -1.578 -0.700
O 3.107 -1.577 -0.990
O 1.091 -2.542 -1.008
N -0.223 -0.590 0.002
C -0.910 0.064 1.174
N -0.482 0.250 -1.146
H 2.522 1.041 -0.596
H 1.641 -0.469 1.271
H 0.303 -2.390 -0.461
H -0.924 1.149 0.980
H -2.057 -0.209 0.966
H -0.343 -0.273 2.122
H -1.488 0.521 -1.210
```

Values from the calculation:
Charge ... 0
Maximum force ... 3.6 eV Å⁻¹
SMILES ... [H]/N=C1/N[C@H](C(=O)O)N(C)N1

***

9.
The following is a DFT calculation (ωB97M-V with the def2-TZVPD basis set) of the ion C4H8NO with charge +1 at a distorted geometry.

Geometry as XYZ:
```
14
Properties=species:S:1:pos:R:3
C 1.332 -0.746 -0.582
C -0.957 0.005 -0.336
C 1.105 0.692 -0.339
C -2.298 -0.080 0.170
N 1.839 -0.111 0.662
O -0.208 0.849 0.264
H 2.071 -1.229 -1.265
H -0.668 -0.542 -1.268
H 1.384 1.601 -0.934
H -2.373 0.847 0.831
H -2.366 -0.969 0.936
H -3.001 -0.232 -0.648
H 1.309 -0.117 1.558
H 2.830 0.031 0.949
```

Values from the calculation:
Charge ... +1
Maximum force ... 2.7 eV Å⁻¹

***

10.
The following is a DFT calculation (ωB97M-V with the def2-TZVPD basis set) of the ion C4H8NO with charge +1 at a distorted geometry.

Geometry as XYZ:
```
14
Properties=species:S:1:pos:R:3
C 1.266 -1.165 0.024
N 0.005 -0.171 -0.305
C -1.323 -0.621 -0.328
C -1.024 0.338 0.684
C -0.231 1.293 -0.154
O 0.761 1.948 0.367
H 1.925 -0.789 -0.734
H 1.763 -1.071 1.064
H 1.112 -2.227 -0.038
H -1.492 -1.633 0.066
H -1.988 -0.361 -1.169
H -1.199 0.020 1.658
H -0.683 1.594 -1.064
H 1.108 2.846 -0.071
```

Values from the calculation:
Charge ... +1
Maximum force ... 5.6 eV Å⁻¹
SMILES ... C[N@@+]12C[C@@H]1[C@H]2O

***

11.
The following is a DFT calculation (ωB97M-V with the def2-TZVPD basis set) of the ion C4H8NO with charge +1 at a distorted geometry.

Geometry as XYZ:
```
14
Properties=species:S:1:pos:R:3
C -0.549 0.652 -0.128
C -1.766 0.752 -0.456
C 2.017 -0.233 -0.490
C -2.774 0.241 0.501
N 2.967 -0.011 0.599
O 0.682 0.584 -0.076
H -1.904 1.216 -1.384
H 1.649 -1.266 -0.419
H -3.309 0.893 1.227
H -2.201 -0.456 1.139
H -3.608 -0.179 -0.142
H 2.493 0.413 1.381
H 3.628 0.747 0.222
H 3.555 -0.721 0.913
```

Values from the calculation:
Charge ... +1
Maximum force ... 5.3 eV Å⁻¹

***

12.
The following is a DFT calculation (ωB97M-V with the def2-TZVPD basis set) of the ion C4H8NO with charge +1 at a distorted geometry.

Geometry as XYZ:
```
14
Properties=species:S:1:pos:R:3
C -0.568 0.720 0.622
C 0.218 1.869 0.612
C 2.120 1.590 -0.932
C -1.075 -1.727 0.089
N -0.306 -0.447 0.071
O 1.327 2.184 0.005
H -1.448 0.839 1.214
H -0.341 2.662 1.180
H 1.671 0.764 -1.564
H 2.888 2.299 -1.387
H -0.671 -2.323 -0.714
H -1.049 -2.299 1.034
H -2.165 -1.692 -0.090
H 0.549 -0.503 -0.510
```

Values from the calculation:
Charge ... +1
Maximum force ... 2.4 eV Å⁻¹

***

13.
The following is a DFT calculation (ωB97M-V with the def2-TZVPD basis set) of a structure of composition C4H8NO at a distorted geometry.

Geometry as XYZ:
```
14
Properties=species:S:1:pos:R:3
C 1.260 -1.146 -1.083
C -0.017 -1.250 -0.615
C -1.148 1.376 -0.864
C -0.695 0.087 -0.292
N 0.020 0.146 1.529
O -1.980 0.308 -0.278
H 1.774 -2.050 -1.431
H 1.775 -0.162 -0.986
H -0.664 -2.113 -0.469
H -1.011 2.288 -0.231
H -1.364 1.526 -1.896
H -0.214 -0.154 2.450
H 0.164 1.131 1.487
H 0.913 -0.221 1.257
```

Values from the calculation:
Charge ... +1
Maximum force ... 2.9 eV Å⁻¹

***

14.
The following is a DFT calculation (ωB97M-V with the def2-TZVPD basis set) of the ion C4H8NO with charge +1 at a distorted geometry.

Geometry as XYZ:
```
14
Properties=species:S:1:pos:R:3
C 2.277 -0.736 -0.205
C 0.576 0.870 -0.290
C -0.860 0.778 0.176
C -2.384 -1.034 0.065
N 1.084 -0.417 -0.017
O -1.710 -0.108 -0.482
H 2.565 -1.811 0.078
H 3.080 -0.098 -0.564
H 0.804 1.405 -1.345
H 1.051 1.612 0.300
H -0.728 0.529 1.173
H -1.349 1.748 0.033
H -3.032 -1.525 -0.606
H -2.369 -1.281 1.172
```

Values from the calculation:
Charge ... +1
Multiplicity ... 3
Maximum force ... 5.6 eV Å⁻¹
<S²> ... 2.01

***

15.
The following is a DFT calculation (ωB97M-V with the def2-TZVPD basis set) of a cluster of 2 separate species, C4H8NO2 in total at a distorted geometry.

Geometry as XYZ:
```
15
Properties=species:S:1:pos:R:3
C 0.488 -1.437 -1.137
C 1.228 -0.899 -0.153
N 0.797 -0.019 0.826
C 1.522 1.223 0.897
H -0.583 -1.257 -1.167
H 0.901 -2.191 -1.798
H 2.288 -1.145 -0.086
H -0.228 0.167 0.772
H 1.246 1.794 1.787
H 2.600 1.014 0.952
H 1.356 1.858 0.013
O -3.058 -0.850 -0.839
C -2.907 0.228 -0.229
O -1.827 0.656 0.266
H -3.823 0.856 -0.105
```

Values from the calculation:
Charge ... -1
Maximum force ... 1.3 eV Å⁻¹

***

16.
The following is a DFT calculation (ωB97M-V with the def2-TZVPD basis set) of the ion C4H8NO2 with charge -1 at a distorted geometry.

Geometry as XYZ:
```
15
Properties=species:S:1:pos:R:3
C 0.134 1.763 -0.615
C 0.379 0.292 -0.398
C -1.037 -0.481 -0.627
O -1.635 -0.981 0.527
N 0.951 0.104 0.898
C 1.129 -1.080 1.416
O 0.701 -2.203 1.005
H 0.995 2.376 -0.356
H -0.232 2.013 -1.605
H -0.645 2.064 0.097
H 0.916 -0.288 -1.172
H -1.650 0.188 -1.212
H -0.763 -1.285 -1.303
H -0.915 -1.446 0.955
H 1.671 -1.035 2.390
```

Values from the calculation:
Charge ... -1
Maximum force ... 2.7 eV Å⁻¹
SMILES ... C[C@H](CO)/N=C\[O-]

***

17.
The following is a DFT calculation (ωB97M-V with the def2-TZVPD basis set) of a cluster of 3 separate species, C4H8NO2 in total at a distorted geometry.

Geometry as XYZ:
```
15
Properties=species:S:1:pos:R:3
C -2.707 -0.690 -0.533
N -1.959 -0.816 0.519
C -1.350 0.458 0.926
C 1.265 -0.909 0.314
C 1.692 0.452 0.016
O 1.872 -0.098 -1.120
O 1.644 1.574 0.420
H -2.756 -1.707 -1.017
H -0.539 0.374 -2.342
H -0.469 -0.130 -1.803
H -2.170 1.118 1.258
H -0.699 0.364 1.796
H -0.812 0.954 0.130
H 1.901 -1.778 0.172
H 0.235 -1.174 0.046
```

Values from the calculation:
Charge ... -1
Maximum force ... 3.4 eV Å⁻¹

***

18.
The following is a DFT calculation (ωB97M-V with the def2-TZVPD basis set) of the ion C4H8NO2 with charge -1 at a distorted geometry.

Geometry as XYZ:
```
15
Properties=species:S:1:pos:R:3
N 0.860 0.767 1.300
C -0.142 -0.222 0.808
C 0.322 -1.550 1.428
O 0.124 -1.933 2.557
C -0.134 -0.452 -0.677
C -0.619 0.900 -1.715
O -0.441 0.554 -2.946
H 0.324 1.560 1.651
H 1.313 1.153 0.474
H -1.122 0.073 1.201
H 1.111 -2.043 0.821
H -0.786 -1.221 -1.073
H 0.841 -0.374 -1.155
H -1.672 1.043 -1.333
H 0.022 1.745 -1.339
```

Values from the calculation:
Charge ... -1
Maximum force ... 3.7 eV Å⁻¹
SMILES ... N[C@H](C=O)CC[O-]

***

19.
The following is a DFT calculation (ωB97M-V with the def2-TZVPD basis set) of the ion C4H8NO2 with charge -1 at a distorted geometry.

Geometry as XYZ:
```
15
Properties=species:S:1:pos:R:3
N -0.707 -1.204 0.567
C -0.203 0.098 0.628
C -1.323 1.016 1.192
O -2.368 0.513 1.669
C 0.024 0.403 -0.951
C 1.550 -0.305 -1.192
O 2.237 0.288 -2.211
H -1.462 -1.393 1.353
H 0.042 -1.880 0.497
H 0.737 0.218 1.161
H -1.114 2.207 1.304
H 0.132 1.483 -1.087
H -0.815 -0.011 -1.448
H 2.063 -0.041 -0.160
H 1.207 -1.389 -1.322
```

Values from the calculation:
Charge ... -1
Maximum force ... 4.6 eV Å⁻¹
SMILES ... N[C@H](C=O)CC[O-]

***

20.
The following is a DFT calculation (ωB97M-V with the def2-TZVPD basis set) of the ion C4H8NO2 with charge -1 at a distorted geometry.

Geometry as XYZ:
```
15
Properties=species:S:1:pos:R:3
C -0.803 1.276 0.131
C -0.030 -0.013 0.394
C 1.317 0.338 1.054
N 0.265 -0.572 -0.938
C -0.789 -1.504 -1.457
O -0.709 -1.722 -2.672
O -1.595 -1.968 -0.627
H -1.867 1.036 0.037
H -0.430 1.817 -0.724
H -0.736 1.925 1.005
H -0.555 -0.752 0.996
H 1.681 1.296 0.685
H 1.145 0.502 2.122
H 2.034 -0.472 0.921
H 1.072 -1.187 -0.926
```

Values from the calculation:
Charge ... -1
Maximum force ... 2.1 eV Å⁻¹
SMILES ... CC(C)NC(=O)[O-]

***

Computed calculated total energy (eV) in order:
-12281.285, -12279.447, -12280.696, -12282.451, -12281.644, -12280.763, -14331.463, -14331.452, -7803.120, -7804.633, -7802.573, -7804.774, -7805.004, -7801.259, -9863.622, -9863.183, -9857.348, -9861.325, -9860.695, -9864.405
Computed relative energy (zero: lowest compared OMol25 entry of this formula, charge and spin) (kcal/mol) in order:
118.81, 161.20, 132.39, 91.93, 110.52, 130.85, 37.78, 38.03, 114.90, 80.00, 127.53, 76.76, 71.46, 56.69, 26.85, 36.99, 171.54, 79.83, 94.35, 8.81